ORCA calculation (wB97M-V/def2-TZVPD) on C4H6N2O in the gas phase.

```
13
Properties=species:S:1:pos:R:3
H 2.1744 -0.3309 0.6832
N 1.2483 -0.2133 0.3029
C -0.9221 -0.6706 -0.6192
H -0.8246 1.2842 -1.3917
H 0.8935 -1.7430 -1.0963
O 1.3872 2.0962 0.1062
N -0.5202 0.8324 -0.5491
H -2.4683 0.5965 0.3800
C -1.4486 0.2186 0.4369
C 0.4054 -1.3008 -0.2185
H 0.2586 -2.0797 0.5367
C 0.8356 1.0286 -0.0155
H -1.0190 0.2819 1.4443
```

## Properties
Gap between HOMO and LUMO (eV): 8.68
Energy relative to the best compared isomer or geometry (same formula, charge and spin) (kcal per mole): 78.0

Results of the natural (NBO) charge analysis, in e, for atoms 1 through 2: 0.416, -0.618

***

ORCA calculation (wB97M-V/def2-TZVPD) on C2H4BIO3S in the gas phase.

```
12
Properties=species:S:1:pos:R:3
O -3.0200 -0.8954 -0.8360
B 0.4030 0.3928 -0.1300
H 2.6941 0.8198 0.3489
O 0.1425 0.9504 -1.5043
H 1.9126 -0.7205 1.2505
O -1.9422 -2.3598 0.8823
H 2.2826 -0.8395 -0.5958
C 1.9506 -0.0834 0.2653
S -1.0929 0.2648 1.0039
C -2.1196 -1.1551 0.3060
I -2.2613 2.3816 0.8643
H 1.0508 1.2444 -1.8552
```

## Properties
Gap between HOMO and LUMO (eV): 6.79
Energy relative to the best compared isomer or geometry (same formula, charge and spin) (kcal per mole): 42.5

Results of the natural (NBO) charge analysis, in e, for atoms 1 through 2: -0.658, 0.839

***

ORCA calculation (wB97M-V/def2-TZVPD) on C13H24ClN5O in the gas phase.

```
44
Properties=species:S:1:pos:R:3
H -1.4530 4.1411 -0.1660
H -3.4866 -2.1303 4.1542
H 1.5338 5.2585 -0.5394
H -0.0067 5.7737 -2.3112
C -1.2602 5.0590 -0.7189
H -0.4807 2.2145 -1.5843
H 1.9572 4.3910 -3.1214
H -1.1835 -2.7354 4.3063
H -0.9609 5.8258 -0.0079
H 0.1866 -3.0237 1.8819
C 1.1519 4.4141 -1.1172
C -0.1680 4.8439 -1.7603
N 0.1481 1.4678 -1.8334
H -2.3427 0.0441 1.6647
C 0.1184 0.3963 -1.0401
N -0.8064 0.3688 -0.0809
O -0.0845 -3.3372 2.7648
H 0.9730 3.6027 -0.4091
H -3.9978 -0.9499 2.9503
N 1.0002 -0.5971 -1.2751
N 0.0133 -1.7715 0.5070
C 2.2081 3.9759 -2.1427
H -2.1866 5.3751 -1.1931
H 2.6481 2.0369 -1.2995
H 3.2257 2.2764 -2.9451
Cl 1.9630 -2.9183 -0.7161
H 3.1768 4.3914 -1.8579
C -2.6521 -3.0388 1.7201
N -1.7411 -0.7653 1.6457
H -0.4997 4.0973 -2.4853
H -0.2285 -1.4360 3.5582
C -0.8419 -2.3279 3.3508
H 1.5020 0.7149 -3.1591
C -0.8294 -0.7327 0.6710
C -3.1408 -1.3358 3.4993
H -2.8422 -3.8845 2.3742
H 0.7344 2.2423 -3.6592
C 1.1744 1.6991 -2.8192
H -2.7257 -0.5381 4.1117
C 2.3875 2.4616 -2.2706
C -2.0842 -1.8738 2.5338
H -3.5799 -2.7417 1.2363
H -1.9407 -3.3473 0.9599
C 0.8758 -1.6203 -0.4725
```

## Properties
Structure (SMILES): CCCCCCNc1nc(Cl)nc(NC(C)(C)CO)n1
Gap between HOMO and LUMO (eV): 9.98
Energy relative to the best compared isomer or geometry (same formula, charge and spin) (kcal per mole): 2.3

Results of the natural (NBO) charge analysis, in e, for atoms 1 through 2: 0.201, 0.224

***

ORCA calculation (wB97M-V/def2-TZVPD) on a gas-phase ion, C10H11N2S (charge +1).

```
24
Properties=species:S:1:pos:R:3
C -1.0050 -0.6157 -0.4418
C 1.2279 0.3255 -0.9282
N 0.5706 -2.5058 -3.1728
H -0.6687 -1.6384 3.2929
C -0.8632 -1.5518 -1.4699
C -0.1485 1.1109 0.9365
H -1.9782 -0.6239 0.1506
H -0.3349 -3.0015 -3.4983
H -1.0667 4.7122 3.2179
C 0.0133 -0.9133 2.9319
C 0.3443 -1.5396 -2.2511
H 1.2132 -2.4310 -3.9106
H 0.4574 -1.3657 1.9679
H 2.2449 -0.7072 -2.6379
C 0.0625 0.1694 -0.1255
C -0.3346 2.4504 0.6485
H -0.3082 2.7932 -0.4681
H 0.8776 -0.6743 3.5925
N -0.5961 3.3107 1.5617
C -0.8159 3.9375 2.4980
H -1.7461 -2.0414 -1.8448
H 2.0962 0.7636 -0.5999
C 1.4057 -0.6697 -2.0070
S -0.6473 0.7060 2.5576
```

## Properties
Structure (SMILES): C#[N+]/C=C(\SC)c1ccc(N)cc1
Gap between HOMO and LUMO (alpha / beta) (eV): 6.87 / 6.87
Energy relative to the best compared isomer or geometry (same formula, charge and spin) (kcal per mole): 61.7
Total charge: +1

Results of the natural (NBO) charge analysis, in e, for atoms 1 through 2: -0.162, -0.140

***

ORCA calculation (wB97M-V/def2-TZVPD) on 2 unconnected molecules or ions with the total composition C10H12NO4.

```
27
Properties=species:S:1:pos:R:3
N 1.1513 -0.6376 -0.3984
H -0.8725 -0.5920 -2.3978
C 3.0581 0.5567 -0.0239
H -2.6922 1.4750 -0.0475
H -0.7809 1.0398 -1.6906
H 0.1917 -2.1439 1.0092
H 3.7790 1.4227 -0.0840
C -0.6108 1.5686 0.9546
C -1.2278 0.1826 0.9107
O -2.3944 -2.2818 -1.2141
H -2.2977 0.0611 -1.7541
O 1.1145 -1.9656 1.5276
C -1.2747 0.0889 -1.6803
H 0.8231 0.9116 -2.3801
H -2.7239 1.3645 1.8547
C 2.9459 -0.3679 1.0419
H 3.6092 -0.5653 1.8021
H -0.2849 1.7127 1.9574
H 0.0226 2.0323 0.1445
C -1.0524 -0.5680 -0.3922
C 1.9178 0.3801 -0.8600
C 1.7483 -1.0212 0.7308
H -1.1654 -0.4606 1.7902
C -1.4771 -2.0406 -0.3789
C -2.1002 1.4464 0.9577
O -1.1440 -2.8004 0.5761
O 1.7374 1.2017 -1.9555
```

## Properties
Gap between HOMO and LUMO (eV): 5.52
Energy relative to the best compared isomer or geometry (same formula, charge and spin) (kcal per mole): 54.0
Total charge: -1

Results of the natural (NBO) charge analysis, in e, for atoms 1 through 2: -0.517, 0.253

***

ORCA calculation (wB97M-V/def2-TZVPD) on C9H7N3OS in the gas phase.

```
21
Properties=species:S:1:pos:R:3
C 0.5487 0.8753 -0.6038
H -1.6675 1.2997 -1.8921
N -1.5624 1.9514 -1.1605
O -0.3499 3.0019 0.4847
N 0.9803 -1.9275 -1.3397
C -0.9661 -0.7657 -1.0383
H -2.2286 2.6129 -0.9727
C -0.4351 2.1237 -0.3642
H 1.4784 1.2676 -0.7369
C 0.1399 -1.2958 0.8156
H 1.6612 -0.6840 -2.9117
C 1.0045 -0.8756 -2.0934
N -0.0215 0.0569 -1.7279
C 0.2775 -1.7920 2.1345
H -1.9048 -0.3533 -0.6007
H 0.8288 -0.9382 4.0378
C 0.6372 -0.7491 2.9360
C 0.6281 0.0314 0.7301
C -0.1907 -1.8648 -0.5048
H 0.0080 -2.7122 2.5935
S 1.1340 0.7377 2.2144
```

## Properties
Structure (SMILES): NC(=O)[C@H]1c2sccc2-c2cn1cn2
Gap between HOMO and LUMO (alpha / beta) (eV): 7.91 / 7.92
Energy relative to the best compared isomer or geometry (same formula, charge and spin) (kcal per mole): 125.2

Results of the natural (NBO) charge analysis, in e, for atoms 1 through 2: -0.152, 0.416

***

ORCA calculation (wB97M-V/def2-TZVPD) on C4H6P2 in the gas phase.

```
12
Properties=species:S:1:pos:R:3
H -1.1673 0.9098 -0.4989
C 0.7438 0.8117 0.1713
H -0.9625 -1.7832 -1.2416
H -1.2984 -1.0730 0.3597
P 2.4030 1.2167 -0.0918
C 0.6736 -0.7895 -0.0785
H -0.9971 1.7246 1.2430
H -0.3597 2.5632 -0.3456
H -0.3929 -2.5093 0.3223
P 2.3614 -1.0857 0.1584
C -0.4864 1.6188 0.2470
C -0.5174 -1.6043 -0.2453
```

## Properties
Gap between HOMO and LUMO (alpha / beta) (eV): 6.70 / 6.89
Energy relative to the best compared isomer or geometry (same formula, charge and spin) (kcal per mole): 45.2

Results of the natural (NBO) charge analysis, in e, for atoms 1 through 2: 0.213, -0.342

***

ORCA calculation (wB97M-V/def2-TZVPD) on 2 unconnected molecules or ions with the total composition C5H14O2.

```
21
Properties=species:S:1:pos:R:3
H 4.2723 -0.3740 3.3217
C -1.8179 0.2638 1.2322
H 0.3546 1.8322 0.4160
H -2.7699 0.7911 1.1831
H -1.1839 0.6685 2.0220
H -0.2112 -1.4423 -2.8812
H -0.2509 0.7857 -3.6034
H -2.0713 -0.7490 1.5382
H -1.5221 1.1762 -0.5707
H -0.4941 -1.7077 -0.5573
O 5.2219 -0.4030 3.4404
H 1.0103 0.6715 -0.7725
C -1.1463 -0.9537 -0.9831
C 0.3892 0.7860 0.1118
H 0.9082 0.2192 0.8955
H 5.3970 -0.1020 4.3340
C -1.0576 0.3066 -0.1026
O -0.2497 0.6617 -2.6640
H -2.2059 -1.1833 -0.9238
C -0.8102 -0.6330 -2.4574
H -1.7626 -0.6145 -2.9788
```

## Properties
Structure (SMILES): CC(C)CCO.O
Gap between HOMO and LUMO (eV): 10.96
Energy relative to the best compared isomer or geometry (same formula, charge and spin) (kcal per mole): 17.3

Results of the natural (NBO) charge analysis, in e, for atoms 1 through 2: 0.470, -0.607

***

ORCA calculation (wB97M-V/def2-TZVPD) on C4H5NO2 in the gas phase.

```
12
Properties=species:S:1:pos:R:3
O -0.6269 2.6360 0.0449
C -1.3629 1.6611 -0.6008
H 1.0881 -0.9484 1.5825
H 1.2954 -2.2860 0.4439
C -0.3447 0.6586 -0.1051
H -0.0663 -1.0558 -1.2597
C 1.1535 -1.2126 0.5309
H -0.9926 -1.2979 0.2111
O -2.3532 1.7330 -1.2375
C -0.1145 -0.7868 -0.1988
N 0.3068 1.6053 0.4792
H 2.0172 -0.7065 0.1092
```

## Properties
Structure (SMILES): CCC1=NOC1=O
Gap between HOMO and LUMO (eV): 10.57
Energy relative to the best compared isomer or geometry (same formula, charge and spin) (kcal per mole): 61.0

Results of the natural (NBO) charge analysis, in e, for atoms 1 through 2: -0.396, 0.753

***

ORCA calculation (wB97M-V/def2-TZVPD) on a molecular structure, C47H43Cl3N7O6RuS2.

```
109
Properties=species:S:1:pos:R:3
H 3.4043 -2.9984 4.8696
C 2.7256 -2.1527 0.2065
H -4.1216 -0.0667 1.8524
H -5.8932 4.2846 0.3257
C 1.3510 -7.7865 0.3076
H 1.8724 -0.0411 -5.3815
H 5.9165 0.2954 -4.0047
C 4.8555 0.2635 -3.8019
H 1.9280 -4.1175 1.0181
C 3.4159 -1.4447 1.1878
H 4.0573 -7.2129 0.8316
C 0.9121 3.5639 3.9396
H 6.5021 -2.7820 0.8631
S -2.3262 3.8717 0.8495
C 2.5888 0.0776 -4.5812
C 0.3308 -8.1274 -0.5775
C -1.1131 -0.4716 -0.4356
N 1.3199 -1.9250 0.0403
H -2.4641 1.6053 2.6581
H 3.2925 -7.7658 2.3478
O 2.8804 -3.8635 -1.5335
H 0.1922 -9.1618 -0.8609
H -1.3215 -3.6938 0.2279
Cl 5.5468 0.5934 -1.2219
O 2.6138 0.4281 -0.9474
H -4.0400 1.0205 -1.3463
Cl 0.4701 0.1379 -2.8849
C -5.3037 3.5254 -0.1990
C 0.7968 2.6636 1.3327
C 0.7772 3.0296 -0.9501
C 3.4466 -3.0669 -0.5793
H 4.3156 -6.3140 2.3482
H 5.2585 -1.0976 2.2104
H 2.0051 -8.5534 0.6970
C 0.5326 -2.9568 0.1707
H 1.8878 -2.2905 3.0538
N 1.0017 -4.1635 0.6163
H -4.5170 4.0227 -0.7611
C 4.7958 -3.2888 -0.3218
C 3.5994 -6.8911 1.7699
H -6.2865 2.0520 1.9946
C -4.0713 -3.9496 -1.5257
N 0.6929 2.1930 0.0595
C -3.8145 -1.0807 -0.9686
H 0.6904 2.6022 -1.9394
C -3.4907 2.7560 1.2987
C 1.7449 -1.9212 4.0588
C 0.6746 2.1981 3.6710
C -0.3063 -5.8105 -0.7272
C 3.9460 0.1065 -4.8369
H 5.3107 -4.0117 -0.9414
C 4.7569 -1.6658 1.4381
C 2.5832 -2.3266 5.0839
O -1.4758 0.1424 3.6273
C -3.3592 0.2268 -1.0679
H -0.3995 0.0121 5.8315
N -4.7018 2.5918 0.7143
H 0.5196 1.5440 4.5107
H -5.9600 2.9863 -0.8848
Cl 4.5200 -0.0558 -6.4721
H 1.0350 5.0489 -1.6401
C 4.4034 0.3808 -2.5033
H 2.0327 -2.1782 -2.4212
O -3.2922 -3.3963 -0.4747
H -1.7096 1.5538 -0.8325
H 3.0141 -2.2021 7.1813
H -4.8262 0.6998 3.2881
C -4.4532 0.8816 2.2816
C 0.6313 1.7222 2.3843
O -0.6965 -1.8178 2.3338
N -0.7814 -2.9136 -0.1135
Ru 0.7591 0.1228 -0.0180
C 1.2904 -1.0430 6.6563
C 1.0158 4.0260 1.5965
H -5.9604 0.9073 0.6804
N 0.4114 0.3782 1.9753
H 2.4510 -3.5235 -3.5012
H -4.1999 -5.0038 -1.2918
C -2.9199 -2.0768 -0.6289
H 1.0313 -3.6462 -2.4338
H -1.2689 -7.3949 -1.7950
H 1.2634 5.9548 0.6676
C 3.0313 0.3396 -2.1660
H 1.1032 -0.7156 7.6705
C 5.4497 -2.6030 0.6851
H 1.2549 5.5166 3.1426
C 1.0857 4.4678 2.9367
S -0.3945 -0.5937 3.0129
C 1.1078 4.8973 0.4929
O 2.5052 -6.0261 1.5231
C 1.5296 -6.4685 0.6763
C -2.0352 0.5221 -0.7846
C 2.0488 -3.2595 -2.5229
H -4.8524 -1.3241 -1.1544
C -1.5715 -1.7856 -0.3844
C -0.4856 -7.1430 -1.0926
C 2.1684 0.2013 -3.2708
H -3.5570 -3.8420 -2.4844
H -5.0543 -3.4809 -1.5924
N -3.3712 1.8544 2.2892
C -5.4938 1.5837 1.3997
C 0.6908 -5.4581 0.1696
C 0.6998 -1.0512 4.3367
C 0.4522 -0.6246 5.6323
C 2.3597 -1.8821 6.3807
C 0.9805 4.4060 -0.7736
H 0.9452 3.8838 4.9729
H 2.8719 -0.7060 1.7627
H -0.9360 -5.0577 -1.1766
```

## Properties
Gap between HOMO and LUMO (alpha / beta) (eV): 7.48 / 7.04
Multiplicity: 2
Energy relative to the best compared isomer or geometry (same formula, charge and spin) (kcal per mole): 0.0

Results of the Mulliken charge analysis, in e, for atoms 1 through 2: 0.481, -0.986

***

ORCA calculation (wB97M-V/def2-TZVPD) on C5H10IP in the gas phase.

```
17
Properties=species:S:1:pos:R:3
C -0.5954 -0.4699 1.2039
H 2.3199 -1.8561 -1.0405
C -0.8752 1.2266 -0.6852
C 0.0084 -0.8901 -0.1231
H -2.0087 1.1720 1.1946
H -1.2758 -0.5663 -1.7332
H 0.0894 -0.4814 2.0283
I 3.7336 0.2304 0.1074
H -0.0866 1.9222 -0.9167
H -1.8273 1.5126 -1.2030
C -0.9941 1.0340 0.8490
H -1.5842 -0.9483 1.3313
H -0.5142 1.7972 1.3538
H 0.3230 0.0447 -2.0405
H 2.0658 -2.3608 0.9076
C -0.4468 -0.0396 -1.2647
P 1.6680 -1.3274 0.0309
```

## Properties
Structure (SMILES): I[PH2]=C1CCCC1
Gap between HOMO and LUMO (alpha / beta) (eV): 7.49 / 7.49
Energy relative to the best compared isomer or geometry (same formula, charge and spin) (kcal per mole): 24.4

Results of the natural (NBO) charge analysis, in e, for atoms 1 through 2: -0.440, -0.003

***

ORCA calculation (wB97M-V/def2-TZVPD) on C13H19NO3 in the gas phase.

```
36
Properties=species:S:1:pos:R:3
C 2.3636 1.4507 0.0905
C -2.1414 -1.8778 -0.8781
H -0.7012 -1.6422 -2.5669
H 0.4294 -4.3197 -3.1758
H 2.7796 0.4725 -0.0655
C -2.2254 -0.9801 1.4513
H 0.0770 5.1345 1.5628
H -2.7858 -1.0962 -1.2766
C 0.8112 -3.6739 -2.3798
C 1.1231 1.5824 0.7377
C 0.3520 0.3195 1.1430
N -1.3825 -1.3169 0.2613
C 3.0650 2.5729 -0.3525
C -1.2615 -2.4552 -2.0537
O -0.3319 -3.3897 -1.5368
C -0.4327 -0.2063 -0.0684
O 0.8520 5.1867 0.9630
H -2.9806 -0.2005 1.2513
H -0.3955 2.9473 1.3952
C -1.3323 -0.5433 2.6343
C 1.3324 3.9678 0.5958
H -0.6353 -1.3382 2.9804
H 1.2135 -2.7644 -2.8682
C 2.5427 3.8394 -0.0903
H 1.5899 -4.1747 -1.7726
O -0.5531 0.6025 2.2438
H -2.0234 -0.2492 3.4507
H 4.0499 2.4616 -0.8425
C 0.5936 2.8716 0.9750
H 3.0247 4.7265 -0.4061
H 1.1230 -0.4079 1.4657
H -1.0064 0.6492 -0.5239
H 0.2693 -0.5969 -0.8256
H -1.8771 -2.9743 -2.8169
H -2.7342 -2.6928 -0.4581
H -2.7918 -1.8851 1.7566
```

## Properties
Structure (SMILES): COCCN1CCO[C@H](c2cccc(O)c2)C1
Gap between HOMO and LUMO (eV): 9.23
Energy relative to the best compared isomer or geometry (same formula, charge and spin) (kcal per mole): 56.4

Results of the natural (NBO) charge analysis, in e, for atoms 1 through 2: -0.255, -0.223